Record 1
DFT (ωB97M-V/def2-TZVPD) results for a molecular structure, C21H30N6O3PRhS3.

Last column: Löwdin charge in e.
CARTESIAN COORDINATES (ANGSTROEM)
Rh1 -0.4102 0.5249 -0.3457  0.753
N1 1.5241 3.1264 2.9288  0.146
C1 1.0510 2.2191 2.0859  -0.798
S1 0.4379 2.6387 0.5737  0.727
N2 1.1136 0.9262 2.5676  0.088
N3 0.7070 0.0473 1.6825  -0.123
C2 0.6904 -1.1919 2.1008  -0.009
C3 0.2741 -2.2059 1.1564  -0.252
C4 0.3124 -3.5547 1.4783  0.035
C5 -0.0566 -4.4791 0.5084  -0.004
C6 -0.4426 -4.0189 -0.7363  0.002
C7 -0.4637 -2.6451 -0.9750  -0.095
N4 -0.1216 -1.7579 -0.0547  0.027
H1 1.5317 4.1038 2.6874  0.122
H2 1.9058 2.8324 3.8156  0.132
H3 0.9881 -1.4423 3.1145  0.150
H4 0.6304 -3.8708 2.4627  0.134
H5 -0.0357 -5.5386 0.7235  0.130
H6 -0.7252 -4.7035 -1.5237  0.127
H7 -0.7636 -2.2511 -1.9398  0.123
C8 3.3045 -0.4873 -0.5360  -0.057
C9 2.5604 -0.2891 -1.8133  -0.622
N5 1.3258 0.1387 -1.9081  -0.005
C10 0.9332 0.2445 -3.2249  -0.337
C11 1.8737 -0.1236 -4.1311  -0.310
S2 3.2936 -0.6043 -3.3216  1.147
C12 -0.4028 0.7749 -3.4978  -0.327
C13 -0.9431 1.0222 -4.7163  -0.307
S3 -2.4747 1.7433 -4.5330  1.166
C14 -2.3303 1.6804 -2.8447  -0.627
N6 -1.2071 1.1310 -2.4263  -0.017
C15 -3.3944 2.2422 -1.9684  -0.059
H8 2.6788 -0.1863 0.2985  0.043
H9 4.2117 0.1167 -0.5220  0.094
H10 3.5989 -1.5295 -0.4083  0.092
H11 1.8108 -0.1204 -5.2065  0.091
H12 -0.5119 0.8473 -5.6877  0.092
H13 -3.9485 1.4522 -1.4644  0.059
H14 -2.9484 2.8836 -1.2103  0.080
H15 -4.0987 2.8347 -2.5495  0.091
C16 -4.6042 3.5781 1.5845  -0.050
C17 -3.3399 2.7701 1.7167  -0.274
O1 -3.5912 1.4435 1.1785  -0.288
P1 -2.4132 0.3642 1.1102  0.686
O2 -3.2327 -0.9813 0.8564  -0.262
C18 -3.8579 -1.2369 -0.4271  -0.272
C19 -5.3226 -0.8749 -0.4040  -0.057
O3 -1.9364 0.1743 2.6121  -0.306
C20 -2.8713 -0.1792 3.6836  -0.232
C21 -2.1528 -0.0085 4.9948  -0.057
H16 -4.4755 4.5446 2.0713  0.092
H17 -5.4356 3.0630 2.0642  0.091
H18 -4.8604 3.7543 0.5403  0.078
H19 -3.0378 2.6654 2.7601  0.115
H20 -2.5054 3.2217 1.1711  0.083
H21 -3.7143 -2.3011 -0.6089  0.119
H22 -3.3141 -0.6859 -1.2053  0.084
H23 -5.8470 -1.4540 0.3545  0.093
H24 -5.7692 -1.1012 -1.3733  0.093
H25 -5.4687 0.1833 -0.1911  0.069
H26 -3.1934 -1.2056 3.5149  0.122
H27 -3.7430 0.4718 3.6077  0.119
H28 -1.2560 -0.6274 5.0328  0.076
H29 -2.8075 -0.3111 5.8118  0.093
H30 -1.8668 1.0308 5.1553  0.083

The calculation puts the gap between HOMO and LUMO (spin up / spin down) at 6.68 / 5.18 eV. Its expectation value of S² is 6.05. The calculation puts the relative energy (zero: lowest compared OMol25 entry of this formula, charge and spin) at 0.00 kJ/mol. As for the net charge: +2. The value obtained for the LUMO energy (spin up / spin down) is -6.43 / -8.60 eV. The HOMO energy (spin up / spin down) is -13.10 / -13.78 eV. Its multiplicity is 5.



Record 2
DFT (ωB97M-V/def2-TZVPD) results for 9 unconnected molecules or ions with the total composition C21H30N6O9.

Last column: Löwdin charge in e.
CARTESIAN COORDINATES (ANGSTROEM)
O1 -0.5359 0.8718 3.9885  0.113
C1 -0.8589 -0.2749 3.6948  -0.493
O2 -1.5418 -0.6524 2.5229  -0.009
C2 -1.8997 -2.0416 2.6518  -0.110
C3 -0.8449 -2.5285 3.5897  -0.116
O3 -0.4956 -1.3743 4.3389  0.086
H1 -2.8867 -2.0623 3.1140  0.133
H2 -1.9020 -2.5095 1.6674  0.138
H3 0.0182 -2.9986 3.1183  0.114
H4 -1.2909 -3.2364 4.2884  0.138
O4 2.2110 -3.3869 2.2895  0.132
C4 2.8374 -2.6124 1.5871  -0.577
O5 3.7774 -1.8417 2.0859  0.070
C5 4.6170 -1.3217 1.0893  -0.099
C6 3.6864 -1.3818 -0.1412  -0.077
O6 2.8443 -2.4694 0.2670  0.042
H5 4.8278 -0.2976 1.3975  0.110
H6 5.4820 -1.9732 0.9648  0.139
H7 4.2023 -1.6732 -1.0561  0.140
H8 3.0630 -0.4878 -0.1589  0.099
O7 -6.3970 -2.6315 -5.6130  0.088
C7 -5.4311 -2.4289 -4.8486  -0.631
O8 -5.2950 -3.0456 -3.7822  0.134
C8 -4.0383 -2.6347 -3.1692  -0.082
C9 -3.7109 -1.3864 -3.9321  -0.185
O9 -4.4196 -1.5695 -5.1123  0.068
H9 -4.2402 -2.3880 -2.1269  0.128
H10 -3.1922 -3.3209 -3.2069  0.107
H11 -2.6634 -1.2058 -4.1736  0.110
H12 -4.1516 -0.5426 -3.4012  0.127
C10 1.3972 3.9404 -3.0310  -0.100
C11 2.5636 3.3445 -3.5002  -0.308
N1 3.5113 2.8322 -3.9958  0.119
H13 0.5009 3.3310 -3.1466  0.091
H14 1.2041 4.8883 -3.5333  0.093
H15 1.5768 4.2822 -2.0117  0.069
C12 1.2857 -2.9789 -2.5892  -0.071
C13 0.0311 -3.5690 -2.0843  -0.267
N2 -1.0281 -3.9979 -1.7730  0.121
H16 1.3625 -1.9614 -2.2060  0.056
H17 1.2627 -2.8930 -3.6756  0.089
H18 2.0672 -3.6294 -2.1966  0.078
C14 4.3290 2.4878 2.2954  -0.045
C15 3.3316 2.1915 1.2319  -0.229
N3 2.5086 2.0224 0.4336  0.175
H19 4.5190 3.5604 2.3345  0.089
H20 5.2293 1.8796 2.3828  0.079
H21 3.7949 2.3586 3.2367  0.080
C16 0.7436 3.5816 2.9943  -0.064
C17 0.3916 4.0507 1.6173  -0.272
N4 0.0751 4.4326 0.5486  0.118
H22 1.3717 4.3583 3.4307  0.081
H23 1.2697 2.6427 2.8214  0.042
H24 -0.1745 3.4637 3.5698  0.062
C18 -0.1991 0.7502 -0.2478  -0.072
C19 -0.7806 -0.0368 -1.2946  -0.251
N5 -1.2507 -0.6957 -2.0942  0.181
H25 0.6965 0.3406 0.2193  0.056
H26 -0.9330 0.9115 0.5417  0.066
H27 0.0209 1.7321 -0.6669  0.059
C20 -3.9273 1.6457 1.1012  -0.058
C21 -3.3763 2.6484 2.0756  -0.247
N6 -3.0056 3.3632 2.8823  0.140
H28 -3.6944 0.6145 1.3665  0.061
H29 -3.4539 1.7419 0.1241  0.067
H30 -4.9922 1.7717 0.9059  0.079

The calculation puts the gap between HOMO and LUMO at 9.92 eV. The value obtained for the LUMO energy is -0.05 eV. The HOMO energy is -9.97 eV.



Record 3
DFT (ωB97M-V/def2-TZVPD) results for a gas-phase ion, C21H30NO4 (charge +1).

Last column: Löwdin charge in e.
CARTESIAN COORDINATES (ANGSTROEM)
C1 -5.1829 2.1814 -2.4557  -0.095
C2 -4.2911 1.0490 -2.9504  -0.244
C3 -2.8330 1.4759 -3.1631  -0.178
C4 -2.1889 1.8716 -1.8332  -0.127
N1 -0.7003 2.0148 -1.8679  -0.172
C5 -0.4117 3.0520 -2.8876  0.044
C6 0.0427 0.7327 -2.1321  -0.143
C7 -0.5073 -0.3834 -1.2392  -0.029
C8 -0.4410 -0.0185 0.2554  -0.245
O1 0.8541 -0.4080 0.7181  0.012
C9 0.9655 -0.6752 2.0454  -0.433
O2 0.0439 -0.5397 2.8011  0.147
C10 2.3498 -1.1419 2.3825  -0.159
C11 2.8436 -0.4649 3.6859  -0.211
O3 4.1942 -0.7228 3.9185  -0.026
C12 2.3425 -2.6498 2.5498  -0.197
C13 3.2898 -3.4235 1.8919  -0.034
C14 3.3236 -4.7947 2.0808  -0.072
C15 2.4089 -5.4027 2.9233  -0.077
C16 1.4601 -4.6353 3.5785  -0.063
C17 1.4270 -3.2639 3.3961  -0.026
C18 -0.6906 1.4755 0.5650  -0.036
C19 -0.1316 2.3948 -0.5240  -0.138
C20 1.3549 2.0605 -0.6348  -0.157
O4 1.9663 2.2886 -1.8654  0.041
C21 1.4634 1.0096 -1.6444  -0.158
H1 -6.2189 1.8561 -2.4500  0.081
H2 -5.1065 3.0451 -3.1116  0.082
H3 -4.9266 2.4852 -1.4438  0.069
H4 -4.6755 0.6923 -3.9064  0.116
H5 -4.3350 0.2136 -2.2486  0.112
H6 -2.2942 0.6394 -3.6102  0.117
H7 -2.8261 2.3070 -3.8677  0.117
H8 -2.5862 2.8347 -1.5079  0.146
H9 -2.4690 1.1265 -1.0947  0.117
H10 -0.6351 2.6595 -3.8759  0.115
H11 0.6321 3.3514 -2.8641  0.113
H12 -1.0361 3.9226 -2.6974  0.125
H13 -0.0149 0.4745 -3.1901  0.167
H14 -1.5198 -0.6597 -1.5275  0.125
H15 0.1148 -1.2690 -1.3823  0.148
H16 -1.1735 -0.6109 0.8198  0.163
H17 3.0249 -0.8719 1.5655  0.152
H18 2.7611 0.6213 3.5918  0.132
H19 2.2122 -0.7905 4.5214  0.133
H20 4.3166 -1.6637 4.0932  0.098
H21 4.0102 -2.9524 1.2386  0.116
H22 4.0682 -5.3862 1.5705  0.107
H23 2.4360 -6.4713 3.0703  0.107
H24 0.7450 -5.1041 4.2369  0.109
H25 0.6845 -2.6685 3.9063  0.115
H26 -1.7487 1.6598 0.7421  0.131
H27 -0.1857 1.7072 1.5049  0.141
H28 -0.3425 3.4456 -0.3173  0.175
H29 1.9706 2.1326 0.2487  0.174
H30 2.1662 0.1917 -1.6091  0.174

The calculation puts the gap between HOMO and LUMO at 9.26 eV. The calculation puts the relative energy (zero: lowest compared OMol25 entry of this formula, charge and spin) at 59.16 kJ/mol. As for the net charge: +1. The value obtained for the LUMO energy is -2.23 eV. The HOMO energy is -11.49 eV.



How do the records compare in energy? In the order shown, they have -3018.49423; -1823.81697; -1173.66575 Eh.